95
Properties=species:S:1:pos:R:3:mulliken_spin:R:1 method="wB97M-V/def2-TZVPD" orbital_gap_ev="9.01 / 7.76" homo_ev="-13.35 / -13.35" charge=+2 largest_force_ev_per_a=0.5 multiplicity=2 s2=0.754 de_lowest_kj_mol=64.77 e_tot_ha=-2845.37485
Ir 0.497 -0.657 -0.272 0.05
N -0.977 -3.145 2.847 -0.01
C -0.070 -2.765 1.955 0.10
O -0.234 -1.660 1.394 -0.03
C 1.089 -3.704 1.702 -0.12
C 0.928 -4.524 0.470 0.94
H -1.740 -2.519 3.062 0.00
H -0.859 -3.981 3.394 0.00
H 1.162 -4.371 2.571 0.05
H 2.006 -3.118 1.677 0.03
H 0.061 -5.161 0.352 0.01
H 1.780 -4.695 -0.172 0.00
C -0.628 1.242 3.323 0.00
Si 1.137 0.742 3.053 0.00
C 2.217 1.930 4.023 0.00
C 1.447 -0.904 3.936 0.00
C 1.583 0.611 1.182 0.00
C 2.748 -0.281 1.033 0.01
C 3.957 -0.377 1.727 0.00
C 4.880 -1.321 1.323 0.00
C 4.604 -2.167 0.242 0.01
C 3.379 -2.060 -0.376 0.01
N 2.486 -1.158 0.044 -0.03
Si 1.997 2.283 0.355 0.00
C 2.555 3.676 1.483 0.00
C 3.528 2.082 -0.732 0.00
C 0.494 3.012 -0.507 0.00
H -0.856 1.252 4.391 0.00
H -1.299 0.535 2.841 0.00
H -0.837 2.240 2.933 0.00
H 2.017 1.736 5.080 0.00
H 2.000 2.979 3.842 0.00
H 3.288 1.775 3.872 0.00
H 1.939 -0.701 4.888 0.00
H 2.090 -1.601 3.397 0.00
H 0.510 -1.410 4.176 0.00
H 4.160 0.291 2.553 0.00
H 5.830 -1.402 1.834 0.00
H 5.333 -2.884 -0.106 0.00
H 3.100 -2.679 -1.220 0.00
H 3.310 3.375 2.206 0.00
H 1.730 4.146 2.022 0.00
H 3.005 4.448 0.853 0.00
H 4.367 1.836 -0.074 0.00
H 3.777 3.040 -1.195 0.00
H 3.508 1.320 -1.505 0.00
H -0.294 3.165 0.237 0.00
H 0.060 2.411 -1.304 0.00
H 0.738 4.008 -0.891 0.00
N -0.018 -2.331 -1.552 0.00
C -1.423 -2.713 -1.631 0.01
C -1.779 -3.959 -2.128 -0.03
C -3.120 -4.288 -2.232 0.01
C -4.094 -3.370 -1.854 0.00
C -3.725 -2.130 -1.363 0.01
C -2.377 -1.795 -1.229 -0.02
P -1.802 -0.171 -0.629 0.00
C -2.477 0.934 -1.916 0.00
C -1.745 1.245 -3.059 0.00
C -2.316 1.972 -4.093 0.00
C -3.634 2.391 -4.004 0.00
C -4.381 2.067 -2.882 0.00
C -3.813 1.340 -1.848 0.00
C -2.863 0.169 0.798 0.00
C -3.379 -0.864 1.578 0.00
C -4.167 -0.579 2.684 0.00
C -4.456 0.740 3.011 0.00
C -3.960 1.771 2.228 0.00
C -3.163 1.489 1.130 0.00
H 0.516 -3.138 -1.227 0.01
H 0.323 -2.109 -2.487 0.00
H -1.015 -4.661 -2.442 0.00
H -3.408 -5.256 -2.619 0.00
H -5.141 -3.624 -1.947 0.00
H -4.488 -1.420 -1.071 0.00
H -0.730 0.904 -3.156 0.00
H -1.730 2.203 -4.974 0.00
H -4.082 2.958 -4.809 0.00
H -5.415 2.379 -2.809 0.00
H -4.419 1.100 -0.985 0.00
H -3.196 -1.896 1.301 0.00
H -4.583 -1.385 3.275 0.00
H -5.080 0.961 3.866 0.00
H -4.190 2.799 2.474 0.00
H -2.779 2.303 0.527 0.00
N 2.774 2.372 -5.630 0.00
C 2.190 2.109 -4.465 0.00
N 1.693 3.117 -3.738 0.00
N 2.120 0.828 -4.096 0.00
C 1.594 0.517 -2.961 0.00
N 1.124 0.202 -1.951 0.00
H 2.862 3.304 -5.994 0.00
H 3.132 1.602 -6.169 0.00
H 1.809 4.076 -4.020 0.00
H 1.307 2.944 -2.823 0.00


17
Properties=species:S:1:pos:R:3:nbo_charge:R:1 method="wB97M-V/def2-TZVPD" orbital_gap_ev=9.65 homo_ev=-8.70 smiles="[H]/N=C/N.C=CC=C" largest_force_ev_per_a=0.5 de_lowest_kj_mol=144.94 e_tot_ha=-305.96865
H -0.915 1.011 -2.218 0.34
N -0.248 1.110 -1.459 -0.70
C 0.930 1.080 -1.927 0.27
N 2.039 1.273 -1.138 -0.82
H 1.154 0.909 -2.983 0.14
H 2.929 1.077 -1.563 0.38
H 1.970 1.002 -0.170 0.39
C 0.036 0.182 2.444 -0.37
C -0.129 -0.578 1.369 -0.20
C -1.386 -1.236 1.053 -0.21
C -1.620 -1.974 -0.027 -0.37
H -0.757 0.286 3.174 0.19
H 0.947 0.733 2.635 0.19
H 0.696 -0.715 0.679 0.19
H -2.198 -1.135 1.766 0.20
H -2.588 -2.420 -0.204 0.20
H -0.851 -2.135 -0.774 0.19


84
Properties=species:S:1:pos:R:3:mulliken_charge:R:1 method="wB97M-V/def2-TZVPD" orbital_gap_ev=9.32 homo_ev=-12.45 charge=+1 largest_force_ev_per_a=4.8 e_tot_ha=-1919.94260
C 1.546 -5.318 -1.327 -1.15
C 1.452 -3.694 -1.295 -0.10
O 2.778 -3.231 -0.939 -0.24
C 2.788 -1.866 -0.559 0.63
O 3.701 -1.157 -1.063 -0.62
C 1.747 -1.222 0.497 -0.29
C 2.252 0.166 1.111 -0.99
C 1.303 1.425 0.796 -0.91
C 0.795 1.516 -0.720 1.07
C 1.663 2.516 -1.690 -0.38
C 3.268 2.244 -1.653 -1.09
C 1.253 3.958 -1.055 -0.17
F 1.322 5.114 -1.879 -0.35
N 0.058 3.761 -0.162 0.28
C -0.532 2.449 -0.624 -1.91
I -1.450 3.081 -2.549 0.26
C -1.829 1.867 0.137 -0.92
C -2.253 0.424 -0.418 -0.05
C -3.603 0.418 -1.302 -0.46
C -3.445 -0.498 -2.612 -0.66
C -4.006 -1.993 -2.464 -0.81
C -3.793 -2.658 -1.025 0.05
O -5.037 -2.685 -0.268 -0.37
C -4.839 -2.346 1.095 0.65
C -4.708 -3.478 2.233 -0.83
O -4.799 -1.145 1.482 -0.49
H 2.384 -5.576 -2.056 0.31
H 1.941 -5.616 -0.284 0.30
H 0.550 -5.813 -1.556 0.34
H 1.114 -3.376 -2.346 0.23
H 0.641 -3.453 -0.530 0.24
H 1.701 -1.988 1.360 0.56
H 0.679 -1.180 0.081 -0.16
H 2.234 0.035 2.257 0.39
H 3.322 0.447 0.848 0.37
H 1.918 2.366 1.061 0.20
H 0.456 1.396 1.573 0.40
H 0.711 0.575 -1.352 0.72
H 1.468 2.389 -2.819 0.36
H 3.760 2.921 -2.445 0.42
H 3.720 2.387 -0.619 0.24
H 3.390 1.176 -2.062 0.23
H 2.101 4.116 -0.291 0.41
H 0.158 3.941 0.854 0.51
H -0.686 4.434 -0.448 0.55
H -2.697 2.606 0.034 0.66
H -1.671 1.748 1.270 0.38
H -2.485 -0.238 0.500 0.06
H -1.403 -0.134 -0.966 0.10
H -3.847 1.479 -1.678 0.43
H -4.517 0.054 -0.730 0.21
H -4.077 0.007 -3.436 0.32
H -2.372 -0.491 -3.001 0.29
H -5.109 -2.023 -2.740 0.31
H -3.416 -2.649 -3.209 0.33
H -3.482 -3.755 -1.217 0.28
H -2.955 -2.203 -0.402 0.03
H -3.632 -3.853 2.181 0.23
H -4.934 -2.961 3.231 0.29
H -5.482 -4.292 1.989 0.31
C 6.343 -2.808 -0.697 -0.65
C 6.707 -3.192 0.732 -0.37
C 8.154 -3.668 0.876 -0.51
C 8.409 -4.901 0.128 0.24
N 8.607 -5.864 -0.469 -0.41
H 6.421 -3.664 -1.374 0.34
H 5.314 -2.447 -0.739 -0.13
H 6.997 -2.015 -1.068 0.33
H 6.020 -3.968 1.083 0.29
H 6.560 -2.320 1.377 0.31
H 8.367 -3.845 1.935 0.31
H 8.840 -2.883 0.543 0.29
C -5.381 4.304 3.040 -1.11
C -4.608 5.615 3.129 -0.44
C -3.718 5.871 1.911 -0.54
C -2.657 4.870 1.780 0.29
N -1.831 4.073 1.676 -0.47
H -4.708 3.444 3.005 0.31
H -6.023 4.186 3.915 0.34
H -6.014 4.283 2.149 0.30
H -4.006 5.617 4.043 0.32
H -5.324 6.438 3.218 0.32
H -3.261 6.862 2.006 0.32
H -4.325 5.888 1.001 0.29